12
Properties=species:S:1:pos:R:3:forces:R:3 method="wB97M-V/def2-TZVPD" gap_ev="13.3 / 9.2" s2=0.7532 e_above_lowest_kcal_mol=19.7 spin_multiplicity=2 total_charge=+2
C -0.166 -0.037 -0.418 1.4 1.4 -2.2
C -0.465 -0.166 0.996 0.4 0.5 1.6
S -2.088 -1.065 0.928 0.5 1.2 1.9
N 1.194 0.690 -0.596 -3.2 2.0 1.2
H -0.166 -0.960 -0.933 0.7 -1.2 -0.4
H -0.890 0.515 -0.966 -0.5 1.1 -0.5
H 0.415 -0.722 1.298 -0.5 -1.3 1.2
H -0.321 0.791 1.609 -1.5 -1.2 -0.7
H -1.643 -1.942 0.048 0.2 -0.8 -0.5
H 0.838 1.703 -0.515 1.4 -1.2 0.9
H 1.917 0.423 0.131 -0.4 0.5 -1.6
H 1.375 0.768 -1.582 1.5 -1.0 -0.8

12
Properties=species:S:1:pos:R:3:forces:R:3 method="wB97M-V/def2-TZVPD" gap_ev=10.8 e_above_lowest_kcal_mol=19.8 total_charge=0 smiles=CO.CO
C -0.381 -2.317 -0.688 0.1 -0.6 -0.2
O 0.212 -1.124 -0.240 0.3 0.0 -0.2
H -1.384 -2.421 -0.266 0.1 -0.4 0.0
H -0.430 -2.493 -1.774 -0.2 0.8 -0.1
H 0.277 -3.142 -0.404 -0.2 0.1 0.6
H -0.399 -0.385 -0.321 0.0 0.2 -0.2
C 0.622 1.891 0.904 -0.3 0.2 -1.9
O -0.177 1.697 -0.323 0.7 -0.1 1.2
H 0.054 1.544 1.763 0.4 -0.3 0.1
H 0.859 2.952 1.005 -0.1 0.0 0.1
H 1.537 1.388 0.617 0.1 -0.4 0.9
H -0.791 2.411 -0.272 -1.0 0.6 -0.4

12
Properties=species:S:1:pos:R:3:forces:R:3 method="wB97M-V/def2-TZVPD" gap_ev=10.7 e_above_lowest_kcal_mol=19.2 total_charge=0 smiles=COC.O
C -0.760 -0.197 -0.659 0.7 0.6 -0.4
O -0.648 -0.221 0.748 -1.2 -2.3 0.2
C -1.604 -1.208 1.293 0.2 1.5 0.6
H -1.581 0.451 -1.008 0.1 -0.2 0.1
H -0.880 -1.194 -1.115 0.1 0.2 0.3
H 0.197 0.233 -1.000 -0.4 -0.1 -0.2
H -1.205 -1.612 2.239 0.0 0.3 -0.5
H -1.882 -2.052 0.640 0.5 0.5 -0.1
H -2.512 -0.622 1.517 0.1 -0.5 0.0
O 3.985 2.094 -1.055 -1.1 0.1 0.5
H 3.757 2.027 -0.100 0.2 0.1 -1.0
H 3.132 2.299 -1.500 0.9 -0.2 0.5

12
Properties=species:S:1:pos:R:3:forces:R:3 method="wB97M-V/def2-TZVPD" gap_ev=10.7 e_above_lowest_kcal_mol=0.8 total_charge=0 smiles=CCO.O
C 0.114 1.222 -1.309 0.6 -0.7 -0.8
C 0.282 -0.258 -0.960 -0.9 0.3 1.2
O -0.831 -0.646 -0.110 0.6 0.0 0.0
H -0.933 1.367 -1.558 0.0 0.3 0.1
H 0.732 1.447 -2.188 -0.2 0.0 0.0
H 0.475 1.906 -0.544 -0.4 -0.1 0.3
H 1.199 -0.411 -0.385 0.2 -0.2 -0.4
H 0.229 -0.913 -1.830 0.3 0.2 -0.2
H -0.465 -1.074 0.682 -0.1 0.2 -0.3
O -0.135 -1.228 2.607 -0.1 0.1 0.1
H -1.052 -0.928 2.664 0.2 0.0 0.1
H 0.387 -0.483 2.931 -0.1 -0.1 0.0

12
Properties=species:S:1:pos:R:3:forces:R:3 method="wB97M-V/def2-TZVPD" gap_ev=11.0 e_above_lowest_kcal_mol=23.7 total_charge=0 smiles=CO.CO
C 0.212 -1.624 -0.403 0.7 0.7 -0.2
O 1.161 -2.096 -1.350 0.2 0.0 -0.2
H -0.032 -0.632 -0.782 -0.8 -0.4 -0.2
H -0.627 -2.306 -0.261 -0.2 0.2 -0.2
H 0.635 -1.362 0.567 0.4 -0.5 0.3
H 1.572 -2.933 -1.122 -0.2 0.0 0.4
C -0.204 1.850 0.710 1.4 -0.1 0.2
O -1.202 1.194 -0.035 -0.4 0.1 0.6
H 0.391 2.438 0.012 0.0 0.6 0.3
H -0.569 2.395 1.581 -0.3 0.5 -0.3
H 0.526 1.186 1.174 -0.2 -0.7 -0.3
H -1.861 1.890 -0.091 -0.5 -0.3 -0.4

15
Properties=species:S:1:pos:R:3:forces:R:3 method="wB97M-V/def2-TZVPD" gap_ev="6.8 / 6.8" e_above_lowest_kcal_mol=6.2 total_charge=0 smiles="C[Si](OP)=P(C)=O"
C -1.382 2.668 -0.543 2.9 -0.7 1.9
Si -0.906 1.242 0.687 -0.1 0.1 -0.2
O -2.190 0.231 0.553 -1.0 -0.8 -0.6
P -2.679 -1.369 0.410 -1.6 2.1 -1.5
P 1.025 -0.212 -0.213 1.0 0.4 0.4
C 2.153 -1.566 0.488 -1.4 -0.3 0.3
O 1.952 0.911 -0.549 -0.3 -0.4 -0.2
H -1.368 3.605 0.003 0.3 0.3 -0.1
H -0.622 2.619 -1.314 0.5 0.4 -0.1
H -2.271 2.565 -1.011 -3.1 -0.6 -1.3
H -1.963 -1.740 -0.779 0.1 0.1 0.4
H -1.810 -1.796 1.296 2.0 -1.5 1.6
H 2.305 -2.017 -0.493 0.2 -0.5 -0.1
H 3.124 -1.169 0.794 -0.4 0.0 0.3
H 1.681 -2.349 1.177 0.7 1.2 -0.9

13
Properties=species:S:1:pos:R:3:forces:R:3 method="wB97M-V/def2-TZVPD" gap_ev=10.9 e_above_lowest_kcal_mol=14.6 total_charge=0 smiles=OCCO.O
O -0.116 0.276 1.711 0.8 0.6 1.0
C -1.206 0.696 0.947 0.6 0.1 -1.3
C -0.774 1.487 -0.319 0.6 -1.0 0.0
O 0.086 0.656 -1.146 -0.7 0.0 0.3
H 0.368 -0.388 1.214 0.0 0.0 -0.1
H -1.697 -0.251 0.723 -0.9 0.4 -0.7
H -1.862 1.367 1.502 0.1 -0.2 0.4
H -0.141 2.352 -0.121 -0.5 0.2 0.8
H -1.660 1.819 -0.860 -0.1 -0.1 -0.2
H 0.625 1.273 -1.647 0.1 -0.2 -0.1
O 2.204 -3.175 -0.294 0.0 0.0 0.2
H 2.209 -2.320 -0.726 0.0 0.3 -0.1
H 1.964 -3.792 -0.986 -0.1 -0.2 -0.1

14
Properties=species:S:1:pos:R:3:forces:R:3 method="wB97M-V/def2-TZVPD" gap_ev=10.8 e_above_lowest_kcal_mol=2.0 total_charge=+1
Rb -1.846 -0.174 1.530 0.2 0.0 -0.4
O -0.229 -2.191 2.830 -0.1 0.2 0.1
H -0.784 -2.150 3.618 0.2 -0.3 0.1
H 0.642 -2.451 3.158 -0.1 0.0 -0.1
C -0.035 1.391 -1.336 -0.9 0.7 0.5
C 0.808 0.166 -1.139 -0.1 0.0 -1.1
O 0.780 -0.317 0.197 -0.2 0.3 0.1
O -1.438 1.031 -1.336 0.2 -0.3 0.5
H 0.183 1.898 -2.274 0.3 -0.3 -0.1
H 0.127 2.122 -0.531 0.2 -0.1 0.0
H 1.814 0.438 -1.465 0.1 -0.2 0.2
H 0.412 -0.587 -1.832 0.2 -0.1 0.1
H 1.522 -0.919 0.304 0.0 0.0 0.1
H -1.955 1.743 -1.724 0.1 0.0 -0.1

16
Properties=species:S:1:pos:R:3:forces:R:3 method="wB97M-V/def2-TZVPD" gap_ev=10.4 e_above_lowest_kcal_mol=34.7 total_charge=0
C -0.779 2.003 0.355 0.0 -0.6 0.4
O 0.764 -1.792 -0.926 0.3 0.5 0.1
O 0.795 -0.419 -1.406 0.1 -0.6 0.3
O -0.808 1.116 1.300 0.2 0.6 -0.2
H 1.521 -0.444 -2.051 -0.1 -0.1 0.1
H -1.711 0.506 0.390 -0.2 0.4 -1.2
H -1.261 2.975 0.510 0.0 -0.1 0.0
H 0.043 2.013 -0.375 0.0 0.0 0.1
C 1.190 -1.545 1.342 0.0 0.0 -0.2
O -2.003 1.126 -0.533 0.1 -0.4 0.2
O 1.750 -1.927 0.073 -0.3 0.2 -0.3
O -1.806 0.611 -1.861 0.0 0.1 0.7
H -0.933 0.171 -1.793 -0.1 0.1 0.0
H 0.379 -2.222 1.615 0.0 0.0 0.0
H 0.838 -0.514 1.324 0.0 -0.1 0.0
H 2.022 -1.657 2.037 0.0 0.0 0.0

12
Properties=species:S:1:pos:R:3:forces:R:3 method="wB97M-V/def2-TZVPD" gap_ev=10.1 e_above_lowest_kcal_mol=24.0 total_charge=0
S 0.081 1.337 -1.036 0.7 1.0 -1.7
C 0.650 -1.047 0.387 -0.6 0.8 0.9
C -0.040 -0.437 -0.859 1.6 -2.8 -0.7
H 1.421 1.498 -1.044 -0.2 -0.4 0.0
H 1.490 -0.417 0.724 -0.3 -0.3 -0.1
H 1.000 -2.091 0.318 -0.3 0.5 -0.4
H -0.153 -0.995 1.141 0.8 -0.2 0.3
H -1.077 -0.823 -0.823 0.3 0.9 -0.4
H 0.467 -0.913 -1.720 -0.6 0.4 0.0
O -1.559 1.038 1.100 -0.4 0.5 0.8
H -0.881 0.892 0.401 -0.9 0.7 1.7
H -1.400 1.958 1.410 -0.1 -1.1 -0.5

12
Properties=species:S:1:pos:R:3:forces:R:3 method="wB97M-V/def2-TZVPD" gap_ev=10.7 e_above_lowest_kcal_mol=37.7 total_charge=0 smiles=CCO.S
C -1.526 -0.432 -1.227 -2.2 3.4 2.1
C -0.351 -1.154 -1.739 0.9 -2.3 -3.5
O 0.596 -0.298 -2.553 -1.4 -0.6 2.5
H -1.509 -0.284 -0.107 0.4 0.2 -1.0
H -2.603 -0.671 -1.349 0.8 -1.5 -0.5
H -1.672 0.603 -1.696 1.1 -1.1 0.7
H 0.384 -1.639 -1.080 -1.1 0.1 0.7
H -0.694 -1.975 -2.429 0.4 0.7 0.5
H 0.929 0.018 -1.694 1.1 1.1 -1.3
S 0.667 0.960 2.518 -0.1 -0.5 0.5
H -0.193 -0.078 2.577 0.1 0.2 -0.2
H 1.188 0.559 3.704 0.0 0.3 -0.4

13
Properties=species:S:1:pos:R:3:forces:R:3 method="wB97M-V/def2-TZVPD" gap_ev=8.8 e_above_lowest_kcal_mol=44.6 total_charge=0 smiles=CCO.SS
C 1.719 0.965 0.100 0.9 -5.0 -4.0
C 1.163 -0.276 0.840 -2.6 3.3 -1.6
O 0.062 0.402 1.615 1.4 -2.1 -0.3
H 2.022 1.760 0.619 1.1 2.7 2.8
H 2.589 0.596 -0.521 -0.3 0.5 0.6
H 1.092 1.347 -0.688 -0.9 -0.1 0.0
H 1.868 -0.768 1.407 1.4 -0.7 1.9
H 0.746 -1.085 0.162 0.3 1.2 0.5
H -0.636 0.054 1.075 -1.4 0.2 0.1
S -1.737 -0.043 -1.715 -0.7 0.3 -0.2
S -2.272 -1.730 -0.586 -0.6 -0.6 0.5
H -2.970 0.508 -1.852 0.4 -0.2 0.1
H -3.647 -1.729 -0.456 1.0 0.5 -0.4

13
Properties=species:S:1:pos:R:3:forces:R:3 method="wB97M-V/def2-TZVPD" gap_ev=9.6 e_above_lowest_kcal_mol=23.6 total_charge=0 smiles=CCO.SS
C -1.270 0.332 -0.382 0.7 0.0 0.6
C -2.158 0.466 -1.605 0.6 0.1 1.2
O -1.996 -0.603 -2.503 -0.1 -0.2 -0.1
H -1.403 -0.532 0.303 -0.3 0.3 -0.7
H -1.343 1.248 0.228 0.1 -0.3 -0.2
H -0.251 0.276 -0.779 0.2 0.1 0.4
H -3.173 0.487 -1.215 -0.4 0.2 -0.7
H -1.812 1.412 -2.048 -0.8 -0.1 -0.2
H -1.069 -0.858 -2.452 -0.1 -0.1 -0.2
S 2.733 0.082 2.883 0.2 -0.3 -0.2
S 4.176 -0.907 1.720 -0.1 0.3 0.2
H 3.464 0.817 3.767 0.2 -0.6 -0.4
H 4.102 -2.220 2.084 -0.3 0.6 0.4

13
Properties=species:S:1:pos:R:3:forces:R:3 method="wB97M-V/def2-TZVPD" gap_ev=9.3 e_above_lowest_kcal_mol=21.8 total_charge=0 smiles=CSSC.O
C -1.578 1.839 0.208 -1.4 2.1 2.1
S -0.282 0.677 -0.262 -0.5 0.1 -0.7
S 1.190 0.972 1.117 -0.4 -0.3 0.5
C 1.162 -0.667 1.980 3.1 0.9 -1.2
H -2.439 2.128 -0.457 1.5 -0.6 -0.4
H -2.193 1.595 1.109 0.8 -0.7 -0.3
H -1.094 2.795 0.565 -0.4 -0.9 -0.8
H 2.217 -0.695 2.397 -1.2 0.0 0.0
H 0.441 -0.799 2.758 -0.6 -0.3 0.0
H 1.276 -1.330 1.109 -0.9 -0.4 0.9
O 0.671 -2.426 -3.506 0.5 -0.8 0.3
H 0.669 -1.725 -4.158 -0.5 0.3 0.3
H -0.041 -2.363 -2.859 0.1 0.5 -0.5

13
Properties=species:S:1:pos:R:3:forces:R:3 method="wB97M-V/def2-TZVPD" gap_ev=8.3 e_above_lowest_kcal_mol=61.6 total_charge=0
C -0.286 -0.481 -1.244 -0.5 -1.6 -1.8
C -0.719 0.194 -0.213 1.4 0.8 2.7
O 2.758 1.432 0.243 0.0 1.4 0.3
Si -2.320 -0.353 0.676 -0.1 0.6 -0.3
Si 3.246 -0.066 0.754 0.1 0.2 1.0
H 0.673 -0.447 -1.736 0.4 0.6 0.2
H -0.922 -1.218 -1.744 -0.1 0.1 0.2
H 0.114 0.851 0.246 -1.8 -0.7 -0.4
H 2.758 2.239 0.826 0.0 -1.6 -0.7
H -2.375 -1.339 1.791 0.7 -0.2 -0.3
H -2.994 0.749 1.355 -0.1 0.6 0.0
H -3.238 -0.822 -0.378 0.1 -0.2 -0.1
H 3.305 -0.739 -0.577 -0.2 0.0 -0.6

12
Properties=species:S:1:pos:R:3:forces:R:3 method="wB97M-V/def2-TZVPD" gap_ev=9.7 e_above_lowest_kcal_mol=8.4 total_charge=0 smiles=CS.CS
C 0.384 -2.482 0.771 0.8 -0.3 0.4
S 1.389 -0.993 0.523 -0.2 0.2 -0.1
H -0.557 -2.484 0.242 -0.1 0.1 -0.2
H 0.186 -2.503 1.842 -0.1 0.0 0.0
H 1.006 -3.356 0.549 -0.4 0.1 -0.1
H 1.196 -0.828 -0.793 0.0 -0.1 0.0
C -0.520 2.317 -0.092 0.4 -0.4 0.2
S -1.295 2.231 -1.726 -0.1 0.4 0.1
H -0.909 1.517 0.537 0.1 0.1 0.1
H -0.726 3.273 0.378 -0.2 0.1 -0.2
H 0.569 2.223 -0.152 -0.3 0.0 -0.1
H -0.723 1.085 -2.079 0.1 -0.3 -0.1

12
Properties=species:S:1:pos:R:3:forces:R:3 method="wB97M-V/def2-TZVPD" gap_ev=9.5 e_above_lowest_kcal_mol=31.1 total_charge=0 smiles=CC.SS
C 2.048 -0.260 -4.712 -1.8 0.7 -3.2
C 2.687 -1.518 -5.222 0.3 1.5 -2.6
H 1.780 0.289 -5.683 0.2 0.1 1.7
H 2.674 0.323 -4.104 0.9 0.8 0.7
H 1.138 -0.423 -4.179 -0.8 -0.2 0.3
H 2.382 -1.856 -6.272 0.5 0.9 1.3
H 3.727 -1.265 -5.173 0.9 -0.8 -0.4
H 2.428 -2.290 -4.633 -0.3 -2.9 2.3
S -0.752 1.424 2.414 0.3 -1.9 4.2
S -1.668 -0.529 2.909 4.3 0.4 -2.0
H -1.021 1.742 1.237 -1.2 0.1 -3.2
H -2.798 -0.172 3.251 -3.4 1.4 1.0

12
Properties=species:S:1:pos:R:3:forces:R:3 method="wB97M-V/def2-TZVPD" gap_ev="7.3 / 2.2" s2=0.7530 e_above_lowest_kcal_mol=27.5 spin_multiplicity=2 total_charge=+1
C -1.100 -1.655 0.060 -0.5 0.0 -0.7
S -1.765 -1.962 1.665 0.1 0.1 0.1
H -1.839 -1.060 -0.487 0.1 0.0 0.2
H -0.958 -2.616 -0.454 0.2 0.2 0.2
H -0.175 -1.068 0.101 0.2 -0.2 0.2
H -0.958 -2.984 2.027 0.0 0.0 0.0
C 1.814 0.913 -1.574 -0.7 0.7 -0.8
S 1.423 2.498 -0.753 0.1 -0.3 0.3
H 2.530 1.142 -2.356 0.3 -0.1 0.1
H 0.906 0.674 -2.132 0.1 -0.5 0.2
H 2.178 0.105 -0.949 -0.1 0.1 0.2
H 0.096 2.312 -0.673 0.1 0.0 0.0

13
Properties=species:S:1:pos:R:3:forces:R:3 method="wB97M-V/def2-TZVPD" gap_ev=7.0 e_above_lowest_kcal_mol=91.7 total_charge=0
C 2.225 -1.652 -0.459 -1.9 -0.3 0.0
C -2.725 0.596 0.281 0.0 0.5 -2.4
Si 0.933 1.244 0.177 -2.0 -3.5 -0.5
S 2.692 0.070 -0.020 0.3 -0.2 0.0
S -1.499 -0.641 0.627 2.4 0.8 0.3
H 2.298 -1.741 -1.581 0.2 -0.4 1.4
H 1.132 -1.558 -0.189 0.9 -0.9 -0.6
H 2.638 -2.523 0.195 -0.2 2.0 -1.3
H -2.906 1.317 1.053 0.2 0.5 0.4
H -3.668 0.054 0.140 0.1 0.1 -0.2
H -2.462 1.114 -0.730 -0.7 -0.6 1.8
H -0.119 1.744 -0.718 0.5 0.4 -0.4
H 1.461 1.976 1.225 0.2 1.7 1.4

13
Properties=species:S:1:pos:R:3:forces:R:3 method="wB97M-V/def2-TZVPD" gap_ev=9.6 e_above_lowest_kcal_mol=14.2 total_charge=0 smiles=CSS.CS
C 1.830 -0.286 -1.285 1.7 -0.6 -0.9
S 2.727 -0.448 0.291 -1.4 0.6 0.4
S 1.654 0.882 1.512 0.4 -0.5 -0.4
H 2.161 -1.222 -1.766 0.0 0.4 -0.2
H 2.303 0.554 -1.795 -0.3 -0.1 -0.2
H 0.764 -0.266 -1.475 -0.3 0.2 1.1
H 0.673 -0.006 1.727 -0.2 0.1 0.2
C -2.317 0.555 0.635 1.2 -0.1 0.3
S -1.892 -1.185 0.347 -0.6 -1.0 0.4
H -3.391 0.660 0.561 0.0 0.1 -0.5
H -2.028 0.823 1.650 0.0 0.0 0.1
H -1.713 1.176 -0.021 -0.5 0.2 -0.2
H -0.772 -1.236 -0.379 0.0 0.7 0.0